C16H54N4O9 as an isolated structure. Source: the Open Molecules 2025 dataset; level of theory: the ωB97M-V functional and the def2-TZVPD basis.

Properties
Total charge: 0
E_HOMO in eV: -7.08
Energy above the lowest of the compared OMol25 structures with the same formula, charge and spin in kJ/mol: 2411.9
Orbital gap in hartree: 0.2714
Calculated total energy in Eh: -1537.2318

Last column: Löwdin charge in e.
Positions of all 83 atoms, in Å:
O1 -0.4625 -2.3521 -1.5054  -0.070
H1 -0.7463 -1.8501 -2.2693  -0.047
H2 -0.1088 -1.6960 -0.9048  -0.152
O2 -0.5190 1.4544 -1.4366  -0.039
H3 -0.7202 2.1949 -0.8643  0.114
H4 0.2315 1.7475 -1.9534  0.073
O3 1.8295 -1.5611 -0.0009  -0.149
H5 1.7743 -1.2160 0.8902  -0.256
H6 2.5164 -2.2264 0.0415  0.138
O4 -0.1567 -0.6356 -0.3922  -0.137
H7 0.0512 0.1036 -0.9637  0.039
H8 0.6954 -0.9946 -0.1446  -0.047
O5 -0.8935 -0.6063 -2.7554  0.081
H9 -1.5058 -0.5537 -3.4893  0.168
H10 -0.8114 0.2959 -2.4462  0.058
C1 2.3364 1.0975 1.0126  -0.007
C2 0.9959 1.4257 1.8418  -0.364
C3 0.8219 2.9115 2.0543  -0.126
O6 -0.3467 2.9826 2.9532  -0.227
C4 -0.9294 4.1922 3.3005  -0.129
N1 -0.1782 0.9416 1.0957  0.092
H11 2.3946 1.5885 0.0413  0.080
H12 2.6757 0.0621 1.0450  0.078
H13 3.1438 1.6564 1.4857  0.081
H14 1.1456 0.9958 2.8321  0.127
H15 0.5367 3.4234 1.1353  0.118
H16 1.6850 3.3739 2.5332  0.125
H17 -1.0634 4.6683 2.3292  0.079
H18 -0.2547 4.7675 3.9344  0.088
H19 -1.9632 4.2432 3.6423  0.087
H20 -0.0456 0.0589 0.6233  -0.085
H21 -0.7400 0.5523 1.8393  0.038
C5 0.0617 -3.3203 2.0886  -0.019
C6 0.0345 -1.7999 2.1461  -0.340
C7 -0.4370 -1.2032 3.5544  -0.117
O7 -0.8119 0.1933 3.4678  -0.293
C8 -1.4621 0.7012 4.7312  0.002
N2 1.3455 -1.2880 1.8596  0.080
H22 -0.9735 -3.6468 2.1878  0.083
H23 0.7602 -3.6423 2.8610  0.088
H24 0.4870 -3.6170 1.1299  0.097
H25 -0.5831 -1.4279 1.3286  0.086
H26 0.2700 -1.4190 4.3553  0.126
H27 -1.3575 -1.6927 3.8724  0.121
H28 -0.8011 0.4938 5.5727  0.088
H29 -2.4453 0.2576 4.8882  0.086
H30 -1.6389 1.7731 4.6427  0.071
H31 1.9797 -1.5991 2.5815  0.163
H32 1.2564 -0.3240 2.1476  0.052
C9 -3.1953 -0.7685 1.6652  -0.005
C10 -3.1460 -1.5607 0.3371  -0.328
C11 -2.6588 -0.8121 -0.9388  -0.190
O8 -3.6116 0.2427 -0.9974  -0.146
C12 -3.3982 1.1059 -2.0878  -0.123
N3 -2.2144 -2.7286 0.3813  0.035
H33 -3.8204 -1.2591 2.4113  0.086
H34 -3.5324 0.2555 1.5041  0.086
H35 -2.1365 -0.6876 1.9109  0.034
H36 -4.0840 -1.9811 -0.0255  0.128
H37 -2.5688 -1.4876 -1.7895  0.131
H38 -1.6965 -0.4163 -0.6142  0.083
H39 -4.0368 1.9847 -1.9991  0.092
H40 -3.5966 0.6949 -3.0777  0.084
H41 -2.3871 1.5021 -2.1824  0.056
H42 -1.9730 -3.0457 -0.5468  0.057
H43 -1.3134 -2.4207 0.7181  -0.011
C13 2.1575 -0.5641 -1.7394  -0.100
C14 1.7632 0.0699 -3.0235  -0.380
C15 3.0094 0.2453 -3.9643  -0.190
O9 2.7897 1.1614 -5.0228  -0.193
C16 3.9396 1.2333 -5.8650  -0.103
N4 0.8761 -0.8880 -3.6146  0.053
H44 1.2151 -0.7814 -1.2365  0.037
H45 2.5577 0.2013 -1.0745  0.074
H46 2.6009 -1.5595 -1.7123  0.132
H47 1.1573 0.9335 -2.7494  0.103
H48 3.1935 -0.8129 -4.1498  0.128
H49 3.8274 0.6407 -3.3622  0.112
H50 4.7161 1.6294 -5.2105  0.084
H51 3.7240 1.8396 -6.7448  0.083
H52 4.1181 0.2313 -6.2552  0.085
H53 0.7177 -0.8250 -4.6101  0.080
H54 -0.0669 -0.8573 -3.2543  -0.276

---

An isolated ion of composition C4H10N2O and charge +1. Source: the Open Molecules 2025 dataset; level of theory: the ωB97M-V functional and the def2-TZVPD basis.

Properties
2S+1: 2
Total charge: +1
Expectation value of S²: 0.763
E_HOMO (spin up / spin down) in eV: -14.74 / -14.52
Energy above the lowest of the compared OMol25 structures with the same formula, charge and spin in kJ/mol: 170.3
Orbital gap (spin up / spin down) in hartree: 0.4122 / 0.2173
Calculated total energy in Eh: -342.8037

Last column: Löwdin charge in e.
Positions of all 17 atoms, in Å:
C1 -1.2037 -0.9636 1.2139  -0.069
N1 -1.7544 -0.1228 0.2400  0.137
C2 -0.9243 0.2800 -0.9457  -0.028
C3 0.1337 1.3638 -0.6862  -0.364
N2 1.2723 0.9512 -0.0881  0.053
C4 1.9274 -0.3526 -0.3230  -0.040
O1 -0.1913 2.5849 -0.9063  0.111
H1 -1.8278 -1.1272 2.1722  0.145
H2 -0.2605 -0.7188 1.7449  0.126
H3 -1.0258 -2.0000 0.8730  0.120
H4 -2.2171 0.6547 0.5896  0.138
H5 -0.4759 -0.6268 -1.2854  0.114
H6 -1.5146 0.5355 -1.7689  0.126
H7 1.7413 1.6598 0.3818  0.132
H8 2.7132 -0.6090 0.4627  0.126
H9 1.2201 -1.2001 -0.3489  0.069
H10 2.3875 -0.3092 -1.3257  0.104